Record 1
Below is a cluster of 10 separate species, C27H33Br2N9O2 in total, with properties calculated with the ωB97M-V functional and the def2-TZVPD basis.

Calculated values
Spin multiplicity   1
SMILES   C/C(Br)=C(\Br)C1=CC(=O)C=CC1=O.CC#N.CC#N.CC#N.CC#N.CC#N.CC#N.CC#N.CC#N.CC#N
Frontier orbital gap   0.2743 Eh
HOMO energy   -8.956 eV

Element x y z (Å)
C: 4.958 -0.507 1.471
C: 3.487 -0.728 1.480
Br: 2.895 -2.398 2.191
C: 2.564 0.136 1.054
Br: 3.142 1.805 0.337
C: 1.109 -0.072 1.102
C: 0.358 0.037 -0.006
C: -1.102 -0.202 0.059
O: -1.897 0.325 -0.702
C: -1.546 -1.133 1.132
C: -0.819 -1.213 2.251
C: 0.404 -0.390 2.393
O: 0.772 0.067 3.458
H: 5.257 -0.343 0.437
H: 5.495 -1.378 1.811
H: 5.235 0.371 2.039
H: 0.817 0.310 -0.942
H: -2.443 -1.713 1.019
H: -1.134 -1.856 3.057
C: 1.416 2.737 4.920
C: 2.765 2.583 4.392
N: 3.818 2.463 3.954
H: 0.922 3.571 4.427
H: 0.851 1.824 4.737
H: 1.458 2.928 5.991
C: 1.271 4.557 -2.601
C: 2.594 4.405 -2.011
N: 3.634 4.285 -1.540
H: 1.293 4.252 -3.644
H: 0.557 3.937 -2.061
H: 0.955 5.597 -2.543
C: -6.404 -2.379 1.756
C: -5.049 -2.501 2.276
N: -3.975 -2.598 2.668
H: -6.428 -2.743 0.735
H: -7.089 -2.965 2.365
H: -6.713 -1.336 1.768
C: 2.189 -2.844 6.252
C: 3.564 -3.131 5.858
N: 4.643 -3.340 5.531
H: 1.778 -2.070 5.606
H: 1.584 -3.744 6.160
H: 2.164 -2.502 7.284
C: 7.459 0.832 4.680
C: 7.713 -0.037 3.537
N: 7.914 -0.718 2.636
H: 6.522 0.548 5.155
H: 8.270 0.739 5.399
H: 7.388 1.866 4.347
C: -3.158 -3.305 -1.398
C: -4.421 -2.577 -1.363
N: -5.409 -1.994 -1.336
H: -3.263 -4.193 -2.018
H: -2.381 -2.666 -1.813
H: -2.879 -3.603 -0.389
C: 1.661 1.513 -5.931
C: 1.202 2.895 -5.891
N: 0.842 3.984 -5.859
H: 1.921 1.183 -4.927
H: 0.871 0.878 -6.327
H: 2.537 1.436 -6.571
C: -2.455 4.567 -8.143
C: -2.007 3.318 -8.748
N: -1.654 2.330 -9.212
H: -1.617 5.047 -7.639
H: -2.845 5.236 -8.907
H: -3.237 4.362 -7.416
C: -7.853 -3.605 -3.247
C: -8.446 -4.649 -2.420
N: -8.912 -5.465 -1.761
H: -7.456 -4.039 -4.162
H: -8.607 -2.863 -3.503
H: -7.049 -3.122 -2.695


Record 2
Below is an isolated molecule of H4N2Si, with properties calculated with the ωB97M-V functional and the def2-TZVPD basis.

Calculated values
Spin multiplicity   1
SMILES   N1N[SiH2]1
Frontier orbital gap   0.3600 Eh
HOMO energy   -9.184 eV

Element x y z (Å)
N: -0.790 -0.793 -0.156
N: -0.809 0.769 0.005
Si: 0.760 -0.030 -0.067
H: -1.080 -1.058 0.780
H: -1.455 1.320 -0.545
H: 1.515 0.247 1.133
H: 1.858 -0.456 -1.150


Record 3
Below is a structure of composition C7H18O5Si2, with properties calculated with the ωB97M-V functional and the def2-TZVPD basis.

Calculated values
Spin multiplicity   1
Frontier orbital gap   0.3838 Eh
HOMO energy   -9.960 eV

Element x y z (Å)
C: -0.280 1.397 -3.470
C: -0.208 -0.188 -3.870
O: 1.032 -0.883 -3.533
C: 1.516 -0.624 -2.177
Si: 0.343 -1.171 -0.748
O: 1.178 -1.588 0.760
Si: 2.549 -0.532 1.058
C: 2.170 1.353 0.962
H: -0.962 1.464 -2.492
H: -0.851 2.029 -4.288
H: 0.787 1.865 -3.277
H: -1.200 -0.735 -3.493
H: -0.297 -0.227 -5.061
H: 2.504 -1.283 -2.048
H: 1.894 0.494 -1.993
H: -0.654 -0.136 -0.370
H: -0.478 -2.363 -1.083
H: 3.138 -0.879 2.373
H: 3.637 -0.787 0.078
H: 2.994 1.883 0.287
H: 1.102 1.634 0.575
H: 2.343 1.791 2.057
C: -1.791 -0.780 3.669
C: -1.453 -0.006 2.435
O: -2.710 0.180 1.814
C: -3.656 0.083 2.793
O: -4.834 0.359 2.643
O: -3.110 -0.362 3.963
H: -1.118 -0.552 4.500
H: -1.792 -1.861 3.497
H: -1.021 0.975 2.662
H: -0.771 -0.551 1.776


Record 4
Below is a cluster of 3 separate species, C35H47F3N4O6PS in total, with properties calculated with the ωB97M-V functional and the def2-TZVPD basis.

Calculated values
Spin multiplicity   1
Frontier orbital gap   0.2670 Eh
Charge   +1
HOMO energy   -10.565 eV

Element x y z (Å)
C: -2.306 -4.566 -2.573
C: -1.852 -3.299 -3.383
O: -1.415 -3.480 -4.498
N: -1.911 -1.929 -2.861
C: -3.056 -1.753 -1.945
C: -0.609 -1.740 -2.135
C: -0.530 -0.306 -1.460
C: -0.736 -0.481 0.122
C: -0.014 0.723 0.852
C: 1.042 0.369 1.967
C: 1.222 -1.104 2.498
P: 2.065 -2.300 1.342
O: 1.326 -3.600 1.470
O: 2.004 -1.879 -0.260
O: 3.647 -2.538 1.758
N: 0.443 1.055 3.182
C: 0.827 2.446 3.157
N: 0.178 3.492 3.633
C: -1.128 3.329 4.319
C: -1.353 4.280 5.552
C: -1.524 5.817 5.207
S: -2.768 6.198 3.910
O: 0.825 4.694 3.491
C: 0.370 5.441 2.356
O: 0.343 6.622 2.480
C: -0.025 4.836 0.983
C: 0.884 5.065 -0.173
C: 0.558 4.471 -1.477
C: -0.633 3.652 -1.714
C: -1.555 3.455 -0.590
C: -1.228 4.051 0.719
N: 2.073 2.486 2.522
C: 2.433 1.149 2.000
C: 3.416 1.035 0.789
C: 3.073 1.982 -0.434
F: 4.684 1.497 1.280
H: -2.512 -5.386 -3.308
H: -1.512 -4.890 -1.842
H: -3.247 -4.412 -1.982
H: -3.994 -2.127 -2.446
H: -2.952 -2.300 -0.966
H: -3.234 -0.672 -1.711
H: 0.264 -1.834 -2.846
H: -0.492 -2.593 -1.405
H: -1.282 0.405 -1.893
H: 0.486 0.110 -1.702
H: -0.468 -1.510 0.462
H: -1.851 -0.375 0.276
H: 0.516 1.325 0.056
H: -0.816 1.360 1.316
H: 0.222 -1.531 2.767
H: 1.837 -1.071 3.441
H: 1.872 -0.922 -0.400
H: 3.645 -3.376 2.262
H: 0.791 0.703 4.083
H: -2.021 3.420 3.650
H: -1.141 2.277 4.724
H: -2.324 3.946 6.026
H: -0.574 4.159 6.361
H: -0.501 6.237 5.004
H: -1.877 6.334 6.147
H: -2.584 5.363 2.838
H: 1.800 5.683 -0.027
H: 1.248 4.647 -2.341
H: -0.894 3.166 -2.682
H: -2.487 2.843 -0.685
H: -1.954 3.839 1.544
H: 2.306 3.304 1.957
H: 3.013 0.707 2.865
H: 3.598 -0.007 0.426
H: 4.002 2.449 -0.873
H: 2.594 1.389 -1.255
H: 2.427 2.828 -0.091
F: -0.922 -6.006 -0.210
C: -0.255 -6.840 0.615
C: -0.848 -8.029 0.999
C: -0.160 -8.890 1.845
C: 1.107 -8.546 2.304
C: 1.688 -7.345 1.914
C: 1.006 -6.488 1.059
H: -1.839 -8.276 0.637
H: -0.611 -9.828 2.146
H: 1.641 -9.216 2.967
H: 2.673 -7.076 2.275
H: 1.445 -5.555 0.739
F: 0.778 1.061 -4.042
C: 0.154 0.923 -5.237
C: -0.534 -0.245 -5.512
C: -1.177 -0.383 -6.735
C: -1.116 0.644 -7.671
C: -0.418 1.811 -7.383
C: 0.217 1.955 -6.156
H: -0.563 -1.037 -4.776
H: -1.724 -1.291 -6.957
H: -1.615 0.533 -8.626
H: -0.368 2.608 -8.115
H: 0.759 2.860 -5.911


Record 5
Below is a structure of composition C4H5OSm, with properties calculated with the ωB97M-V functional and the def2-TZVPD basis.

Calculated values
⟨S²⟩   12.0714
Spin multiplicity   7
Frontier orbital gap (spin up / spin down)   0.2483 / 0.2954 Eh
Charge   +3
HOMO energy (spin up / spin down)   -22.374 / -23.539 eV

Element x y z (Å)
H: -0.097 0.311 2.398
C: 0.218 0.782 -2.012
C: 0.573 0.222 -0.814
C: 0.094 0.713 0.417
C: -0.431 -0.147 1.421
O: -0.430 -1.395 1.317
Sm: -1.077 -3.528 2.532
H: -0.490 1.612 -2.055
H: 1.201 -0.672 -0.805
H: 0.508 0.319 -2.955
H: -0.069 1.783 0.556


Number 1: energy -6839.81844 Eh. Number 2: energy -401.31596 Eh. Number 3: energy -1232.67396 Eh. Number 4: energy -3071.15194 Eh. Number 5: energy -887.30739 Eh.